Entry from OMol25: a structure of composition C3H12NO3PTa at a distorted geometry (wB97M-V/def2-TZVPD).

```
21
Properties=species:S:1:pos:R:3:forces:R:3:nbo_charge:R:1
N -2.197 -0.617 2.572 -0.3 0.3 -0.1 -1.1464
P -1.296 0.533 1.590 -0.5 0.2 -0.5 0.6486
O -2.294 1.876 1.736 0.3 -0.2 -0.1 -0.9807
Ta -1.083 -0.146 -0.906 1.1 -0.7 -0.4 1.7301
C 0.881 -1.335 -0.799 -0.3 0.4 -0.5 -1.0145
C 2.049 -0.475 -1.321 -0.7 -0.1 0.3 -0.5305
C 2.543 0.477 -0.281 0.3 -0.2 0.9 0.8125
O 2.603 0.247 0.901 0.0 0.2 -0.7 -0.5615
O 2.993 1.682 -0.794 0.1 -0.1 -0.1 -0.7555
H -1.589 -1.377 2.839 0.1 -0.2 -0.1 0.3734
H -2.459 -0.172 3.443 0.1 0.1 0.3 0.3461
H -2.834 1.809 2.518 -0.3 0.1 0.4 0.4670
H -2.035 -1.713 -0.587 0.0 0.1 0.3 -0.4497
H -2.698 0.697 -1.240 0.0 -0.2 -0.1 -0.4218
H -0.204 1.487 -1.163 0.1 0.3 0.3 -0.5058
H -1.149 -0.424 -2.748 -0.4 0.2 0.4 -0.4019
H 1.111 -1.767 0.166 0.1 -0.1 0.4 0.2266
H 0.770 -2.160 -1.496 -0.2 -0.4 -0.1 0.2220
H 1.696 0.122 -2.146 0.1 0.2 -0.5 0.2289
H 2.886 -1.067 -1.678 0.4 -0.2 0.0 0.2128
H 2.304 2.325 -0.607 -0.2 0.3 0.1 0.5002
```
Positions in Å, forces in eV/Å.

Summary:
E   -800.18693 hartree
Net charge   -1
E_LUMO   2.93 eV
HOMO level   -0.124 Ha



Entry from OMol25: a structure of composition C27H28F5N5SbZr (wB97M-V/def2-TZVPD).

```
67
Properties=species:S:1:pos:R:3:forces:R:3:nbo_charge:R:1
Zr 0.098 -0.025 -0.022 0.0 0.3 0.3 2.2749
C 2.554 -1.079 -3.049 -0.1 0.0 0.0 -0.6849
C 3.045 -0.168 -1.962 0.1 0.0 0.0 0.2737
C 4.269 0.485 -2.134 0.0 0.0 0.0 -0.2063
C 4.822 1.199 -1.096 0.0 0.0 0.0 -0.0879
C 4.186 1.166 0.148 -0.1 0.0 0.1 -0.2485
C 2.971 0.520 0.264 0.1 0.0 -0.2 -0.1442
N 2.366 -0.061 -0.805 0.0 -0.1 0.1 -0.6430
Sb 2.468 -0.036 2.321 0.1 -0.1 0.0 1.2642
C 1.786 -1.982 1.664 0.1 0.0 0.0 -0.0932
C 2.325 -3.102 2.257 0.0 0.0 0.0 -0.2374
C 1.934 -4.363 1.801 0.0 0.0 0.0 -0.0771
C 1.034 -4.450 0.760 0.0 0.1 0.0 -0.2083
C 0.518 -3.285 0.196 0.0 -0.1 0.0 0.2674
C -0.470 -3.331 -0.925 0.0 0.0 0.0 -0.6313
N 0.885 -2.077 0.656 0.0 0.1 0.0 -0.6615
C 0.409 0.615 2.672 -0.3 -0.1 0.0 -0.1721
C 0.243 1.345 3.831 0.0 0.0 0.0 -0.2342
C -1.009 1.333 4.457 0.0 0.0 0.0 -0.0809
C -2.004 0.525 3.953 0.1 0.0 0.0 -0.1978
C -1.798 -0.186 2.766 -0.1 0.0 0.1 0.3161
C -2.849 -1.107 2.239 0.0 0.0 0.0 -0.6563
N -0.627 -0.071 2.120 0.2 -0.1 0.0 -0.6623
H 2.274 -0.539 -3.958 0.0 0.0 0.0 0.2576
H 1.738 -1.719 -2.716 0.0 0.0 0.0 0.2238
H 3.373 -1.737 -3.344 0.0 0.0 0.0 0.2903
H 4.786 0.393 -3.080 0.0 0.0 0.0 0.2655
H 5.765 1.716 -1.218 0.0 0.0 0.0 0.2710
H 4.661 1.614 1.012 0.0 0.0 0.0 0.2583
H 3.045 -3.011 3.061 0.0 0.0 0.0 0.2571
H 2.342 -5.259 2.251 0.0 0.0 0.0 0.2687
H 0.724 -5.410 0.370 0.0 0.0 0.0 0.2644
H -0.322 -4.216 -1.543 0.0 0.0 0.0 0.2800
H -0.370 -2.461 -1.585 0.0 0.0 0.0 0.1980
H -1.496 -3.361 -0.553 0.0 0.0 0.0 0.2668
H 1.072 1.877 4.281 0.0 0.0 0.0 0.2577
H -1.171 1.905 5.362 0.0 0.0 0.0 0.2704
H -2.952 0.430 4.465 0.0 0.0 0.0 0.2668
H -3.719 -0.554 1.881 0.0 0.0 0.0 0.2596
H -3.191 -1.754 3.048 0.0 0.0 0.0 0.2755
H -2.470 -1.732 1.431 0.0 0.0 0.0 0.2238
N 0.497 2.254 0.033 0.1 0.1 0.0 -0.9297
C 0.029 3.218 -1.032 0.0 0.0 0.0 -0.2139
C 0.280 2.732 -2.446 0.0 0.1 0.0 -0.4421
C -0.631 1.601 -2.882 0.0 0.0 0.0 -0.2129
N -0.203 0.279 -2.303 0.0 -0.1 -0.1 -0.9367
H 0.071 2.575 0.903 0.0 0.0 0.0 0.4406
H 1.498 2.408 0.151 0.0 0.0 0.0 0.4179
H 0.536 4.167 -0.860 0.0 0.0 0.0 0.2395
H -1.035 3.382 -0.874 0.0 0.0 0.0 0.2288
H 1.334 2.470 -2.594 0.0 0.0 0.0 0.2140
H 0.094 3.579 -3.110 0.0 0.0 0.0 0.2790
H -0.626 1.504 -3.968 0.0 0.0 0.0 0.2387
H -1.657 1.787 -2.568 0.0 0.0 0.0 0.2290
H 0.650 0.025 -2.791 0.0 0.0 0.0 0.4110
H -0.893 -0.409 -2.612 0.0 0.0 0.0 0.4330
F -1.940 2.378 1.267 -0.1 0.1 0.0 -0.3271
C -2.693 1.625 0.417 0.0 0.0 0.0 0.3170
C -2.101 0.561 -0.249 -0.1 -0.3 -0.1 -0.6973
C -2.986 -0.163 -1.036 0.0 0.2 0.1 0.3612
F -2.516 -1.254 -1.705 0.0 0.0 0.0 -0.3264
C -4.331 0.124 -1.191 0.0 0.0 0.0 0.2721
F -5.098 -0.623 -1.958 0.0 0.0 0.0 -0.2493
C -4.860 1.219 -0.512 0.1 -0.1 0.0 0.3372
F -6.126 1.527 -0.633 0.0 0.0 0.0 -0.2338
C -4.028 1.977 0.305 0.1 0.0 0.0 0.2787
F -4.510 3.008 0.973 0.0 0.0 0.0 -0.2527
```
Positions in Å, forces in eV/Å.

Summary:
E   -2105.19611 hartree
Net charge   +3
E_LUMO   -9.96 eV
HOMO level   -0.634 Ha



Entry from OMol25: a cluster of 2 separate species, C5H8O in total (wB97M-V/def2-TZVPD).

```
14
Properties=species:S:1:pos:R:3:forces:R:3:nbo_charge:R:1
O 1.549 1.096 0.456 -0.1 0.1 -0.6 -0.5375
C 1.241 1.087 -0.721 0.1 0.0 0.3 0.3916
C 0.037 0.493 -1.329 -0.1 -0.1 0.1 -0.3403
C -1.007 -0.137 -0.752 0.1 0.1 0.0 -0.1014
C -1.389 -0.378 0.642 0.0 0.1 0.1 -0.2782
C -0.935 0.233 1.740 0.0 0.0 -0.1 -0.2914
H 1.917 -1.580 0.218 0.0 0.0 0.0 0.0071
H 1.918 1.553 -1.467 0.0 -0.1 0.1 0.1121
H 2.078 -2.241 -0.081 0.0 0.0 0.0 -0.0099
H 0.028 0.554 -2.417 0.0 0.0 0.2 0.2109
H -1.735 -0.542 -1.456 0.1 0.1 0.1 0.2068
H -2.190 -1.106 0.755 0.1 0.1 0.0 0.2055
H -0.153 0.979 1.704 -0.1 -0.1 0.0 0.2287
H -1.359 -0.011 2.708 0.0 0.0 -0.1 0.1960
```
Positions in Å, forces in eV/Å.

Summary:
E   -270.45829 hartree
SMILES   C=C/C=C\C=O.[H][H]
Net charge   0
ΔE to the lowest compared entry with this formula, charge and spin   62.5 kcal/mol
E_LUMO   -0.39 eV
HOMO level   -0.343 Ha



> Which of these has the highest net charge?

C27H28F5N5SbZr



> Look up the net charge of the third one.

0



Copy entry 3 word for word.
Entry from OMol25: a cluster of 2 separate species, C5H8O in total (wB97M-V/def2-TZVPD).

```
14
Properties=species:S:1:pos:R:3:forces:R:3:nbo_charge:R:1
O 1.549 1.096 0.456 -0.1 0.1 -0.6 -0.5375
C 1.241 1.087 -0.721 0.1 0.0 0.3 0.3916
C 0.037 0.493 -1.329 -0.1 -0.1 0.1 -0.3403
C -1.007 -0.137 -0.752 0.1 0.1 0.0 -0.1014
C -1.389 -0.378 0.642 0.0 0.1 0.1 -0.2782
C -0.935 0.233 1.740 0.0 0.0 -0.1 -0.2914
H 1.917 -1.580 0.218 0.0 0.0 0.0 0.0071
H 1.918 1.553 -1.467 0.0 -0.1 0.1 0.1121
H 2.078 -2.241 -0.081 0.0 0.0 0.0 -0.0099
H 0.028 0.554 -2.417 0.0 0.0 0.2 0.2109
H -1.735 -0.542 -1.456 0.1 0.1 0.1 0.2068
H -2.190 -1.106 0.755 0.1 0.1 0.0 0.2055
H -0.153 0.979 1.704 -0.1 -0.1 0.0 0.2287
H -1.359 -0.011 2.708 0.0 0.0 -0.1 0.1960
```
Positions in Å, forces in eV/Å.

Summary:
E   -270.45829 hartree
SMILES   C=C/C=C\C=O.[H][H]
Net charge   0
ΔE to the lowest compared entry with this formula, charge and spin   62.5 kcal/mol
E_LUMO   -0.39 eV
HOMO level   -0.343 Ha



> HOMO level of number 1 (C3H12NO3PTa)?

-0.124 Ha